(1)
258
Properties=species:S:1:pos:R:3:forces:R:3:lowdin_charge:R:1 method="wB97M-V/def2-TZVPD" relative_energy_kj_mol=18.0 smiles=CC1(C)CCCC(C)(C)N1O.CC1(C)CCCC(C)(C)N1O.CC1(C)CCCC(C)(C)N1O.COCCNCCOC.COCCNCCOC.COCCNCCOC.COCCNCCOC.COCCNCCOC.COCCNCCOC.CC(C)O.CC(C)O max_force_ev_per_a=2.7 homo_lumo_gap_ev=8.56
C -5.6795 -2.0938 4.9701 -0.08 -0.42 0.73 -0.010
C -4.8800 -2.6045 6.2340 0.19 1.02 -1.64 -0.494
C -4.9822 -4.0677 6.5989 -0.30 -1.19 0.45 -0.138
C -4.3596 -5.0379 5.6042 -0.64 0.69 -1.03 -0.187
C -2.9040 -4.7175 5.4339 -0.05 0.47 -0.74 -0.140
C -2.6838 -3.2595 5.0194 0.51 0.85 0.89 -0.476
N -3.4335 -2.4204 5.9907 -0.09 0.15 -0.06 -0.103
O -2.9981 -1.0801 6.0182 0.39 0.58 0.59 -0.053
C -1.2222 -2.8931 5.3501 0.02 0.77 -0.14 -0.035
C -2.9223 -2.9340 3.5180 0.34 -0.53 0.38 -0.020
C -5.2896 -1.7084 7.3802 1.13 0.77 0.34 -0.040
H -6.7676 -2.2257 5.0854 0.32 0.10 0.01 0.092
H -5.3568 -2.5968 4.0715 -0.15 -0.30 -0.18 0.035
H -5.4561 -1.0259 4.8121 -0.17 -0.37 0.36 0.064
H -4.4390 -4.2489 7.5368 -0.17 0.45 0.08 0.127
H -6.0113 -4.3764 6.7862 -0.20 0.24 -0.03 0.122
H -4.8774 -4.8915 4.6534 -0.07 -0.19 -0.25 0.105
H -4.5109 -6.0714 5.8786 -0.09 -0.29 0.29 0.110
H -2.3995 -5.3144 4.6652 -0.08 -0.28 0.32 0.127
H -2.4647 -4.8589 6.4097 0.66 -0.09 0.21 0.120
H -0.9994 -1.9307 4.8588 0.27 -0.45 0.17 0.074
H -1.0710 -2.7381 6.4251 -0.31 -0.09 -0.22 0.096
H -0.5175 -3.6497 5.0491 0.22 -0.37 -0.51 0.070
H -2.1527 -3.4000 2.8999 0.26 -0.06 0.14 0.075
H -3.8565 -3.3019 3.0982 -0.17 0.18 0.19 0.050
H -2.8024 -1.8598 3.3869 -0.30 0.12 -0.15 0.070
H -5.1587 -0.6581 7.0553 -0.07 -0.52 0.43 0.088
H -4.6326 -1.9053 8.2329 0.06 0.20 -0.06 0.094
H -6.2892 -1.8289 7.7429 -0.81 -0.36 -0.19 0.076
H -3.1793 -0.4729 5.2693 -0.67 -1.03 -0.41 0.078
C 2.8772 2.5720 -1.0628 0.22 -0.80 -0.39 -0.013
C 3.5229 2.3560 -2.4395 1.40 0.03 -0.61 -0.470
C 2.7213 3.0973 -3.5018 -0.84 -0.02 0.01 -0.152
C 2.9015 4.5908 -3.4349 0.56 0.96 1.14 -0.166
C 4.4161 4.9006 -3.5767 -1.43 0.28 1.16 -0.121
C 5.2985 4.2470 -2.5214 -0.10 -0.33 0.45 -0.529
N 4.9615 2.8232 -2.4793 -0.40 -1.28 -0.08 -0.051
O 5.7077 2.0464 -1.5137 0.07 0.73 -0.83 -0.048
C 6.7417 4.4317 -2.9900 0.21 -0.24 0.13 -0.039
C 5.1738 4.9264 -1.1354 0.81 0.49 -0.09 -0.024
C 3.5702 0.8682 -2.8284 -1.15 0.09 0.08 -0.026
H 3.4729 2.0462 -0.3172 -0.19 -0.12 0.21 0.086
H 1.8639 2.1550 -1.0616 0.11 0.05 0.10 0.083
H 2.8522 3.6076 -0.7801 -0.26 0.36 0.10 0.047
H 2.9099 2.8079 -4.5311 0.62 -0.47 -0.11 0.119
H 1.6853 2.7600 -3.3442 -0.03 0.39 0.02 0.111
H 2.5803 4.9954 -2.4558 -0.18 -0.17 -0.39 0.104
H 2.3396 5.1243 -4.2089 0.05 -0.15 0.09 0.114
H 4.6255 5.9581 -3.3808 -0.24 0.07 -0.85 0.126
H 4.6342 4.5588 -4.5645 0.91 0.07 -0.72 0.112
H 6.9258 4.0910 -4.0059 -0.23 -0.37 -0.03 0.081
H 7.0230 5.4730 -2.9906 -0.12 0.56 0.12 0.079
H 7.4287 3.9404 -2.3137 0.19 -0.30 0.11 0.079
H 5.5122 5.9786 -1.2075 0.02 -0.48 0.03 0.093
H 4.1820 4.9809 -0.6971 -0.07 -0.27 -0.06 0.051
H 5.8754 4.4014 -0.4548 -0.48 0.40 -0.12 0.092
H 4.1851 0.2901 -2.1588 0.12 -0.06 0.29 0.047
H 3.9246 0.6733 -3.8420 0.15 0.45 -0.01 0.081
H 2.5299 0.4879 -2.7983 0.40 -0.06 0.11 0.075
H 5.4504 2.3069 -0.6210 -0.22 0.28 0.12 0.077
C -0.5267 -0.4057 -4.3358 0.41 -0.18 -0.38 -0.026
C 0.2618 -1.2483 -5.3699 -0.27 -1.28 0.41 -0.489
C 1.2733 -0.3227 -6.0337 -0.52 0.66 -0.54 -0.146
C 2.2924 -1.0181 -6.9194 -0.62 -0.65 0.45 -0.153
C 3.0971 -1.8844 -5.9781 0.96 -0.01 0.47 -0.157
C 2.2732 -2.9546 -5.2845 -0.84 -0.08 0.86 -0.513
N 1.0969 -2.2596 -4.6543 -0.49 -0.67 1.23 -0.023
O 0.2450 -3.3034 -3.9735 0.71 1.38 -1.05 -0.050
C 1.9263 -4.0708 -6.2667 -1.01 -0.47 0.19 -0.031
C 3.1209 -3.5105 -4.1166 0.61 0.09 -0.88 -0.019
C -0.7578 -1.9615 -6.3045 0.15 0.57 -0.02 -0.015
H -1.3105 -0.9672 -3.8280 0.06 -0.12 0.02 0.062
H -0.9926 0.4163 -4.8737 -0.20 0.09 -0.09 0.076
H 0.1404 0.0430 -3.5965 0.05 -0.16 0.03 0.069
H 0.7090 0.4369 -6.5746 -0.11 0.06 -0.23 0.123
H 1.7800 0.2172 -5.2376 0.23 0.05 0.18 0.098
H 2.9124 -0.3260 -7.4812 0.01 0.10 -0.03 0.114
H 1.7413 -1.6695 -7.6125 0.31 0.29 -0.19 0.104
H 3.5300 -1.2727 -5.1705 -0.06 0.14 -0.33 0.104
H 3.9479 -2.3949 -6.4414 -0.11 0.07 -0.19 0.128
H 1.3777 -3.7244 -7.1407 0.36 0.21 -0.22 0.056
H 2.7823 -4.6852 -6.5958 -0.27 0.39 0.31 0.095
H 1.1797 -4.6935 -5.7685 0.28 -0.39 0.04 0.083
H 3.9377 -4.0502 -4.6152 0.19 0.16 0.33 0.088
H 3.5310 -2.6549 -3.5736 0.03 -0.25 0.11 0.065
H 2.6942 -4.2212 -3.4098 -0.56 0.21 -0.27 0.084
H -1.3385 -2.6597 -5.6884 0.23 0.05 -0.25 0.070
H -0.2262 -2.5124 -7.0870 -0.32 0.06 0.12 0.060
H -1.4742 -1.2657 -6.7816 0.42 -0.13 0.19 0.088
H -0.1120 -2.8306 -3.2004 0.28 -0.10 -0.01 0.055
C -2.5489 2.3827 -3.0398 -1.15 -1.69 -0.57 -0.057
C -1.5342 2.9386 -2.1370 1.80 -0.17 1.67 -0.502
C -1.3448 4.4145 -2.2751 -0.07 0.57 -0.03 -0.035
O -1.7374 2.5331 -0.7694 -0.54 0.44 -0.40 -0.068
H -3.4839 2.9317 -3.0416 -0.21 0.22 0.19 0.067
H -2.7500 1.3467 -2.7039 -0.13 0.39 -0.11 0.075
H -2.2589 2.2709 -4.0801 0.37 0.33 -0.14 0.080
H -0.5733 2.4704 -2.3054 0.40 -0.22 -0.62 0.117
H -0.9285 4.5569 -3.2757 -0.71 0.59 -0.22 0.093
H -0.6004 4.8530 -1.6329 0.53 -0.30 0.59 0.058
H -2.2607 4.9614 -1.9946 0.09 -0.04 -0.83 0.083
H -2.6295 2.8475 -0.5586 -0.41 -0.35 0.46 0.035
C -1.5859 -0.8599 0.5974 -0.77 -0.02 -0.33 -0.038
C -0.9586 -1.0242 -0.7670 0.68 0.93 0.31 -0.493
C 0.5648 -0.9719 -0.7103 -0.58 0.08 -0.73 -0.023
O -1.2802 -2.2939 -1.2670 -0.78 -0.56 -0.90 -0.079
H -1.3175 0.0600 1.0966 0.18 0.29 -0.01 0.048
H -1.3357 -1.7171 1.2213 -0.07 -0.03 0.10 0.078
H -2.6680 -0.8088 0.4074 0.05 -0.24 0.44 0.075
H -1.3408 -0.2025 -1.4181 0.21 -0.46 0.18 0.123
H 0.9237 -1.9250 -0.3391 0.19 0.01 0.55 0.063
H 0.8959 -0.1061 -0.1415 0.23 -0.09 0.15 0.077
H 0.9498 -0.9104 -1.7274 0.17 0.13 -0.12 0.055
H -2.2598 -2.3679 -1.3626 0.29 0.00 0.10 0.058
C 9.0898 0.5378 -6.1353 -1.00 0.34 0.76 -0.111
O 9.2138 0.2082 -4.7331 -0.78 0.16 -0.85 -0.209
C 8.0626 0.5819 -3.9281 1.47 -0.07 0.59 -0.175
C 8.3182 0.0539 -2.4598 -0.70 1.77 -1.42 -0.205
N 8.0695 -1.3260 -2.2714 0.58 -1.46 0.50 -0.064
C 6.7210 -1.8561 -2.3496 0.35 1.24 -1.10 -0.204
C 6.1271 -2.1562 -1.0176 -0.78 0.93 1.15 -0.233
O 4.9959 -2.9820 -1.1750 -0.50 0.31 -0.49 -0.183
C 3.7813 -2.3261 -0.8495 -0.13 -1.46 1.53 -0.121
H 9.9916 0.2824 -6.6819 0.09 -0.41 0.26 0.076
H 8.9415 1.6143 -6.2898 0.08 0.11 0.30 0.075
H 8.1906 0.0782 -6.5977 0.52 -0.19 0.26 0.086
H 7.1198 0.1353 -4.2760 0.25 0.04 -0.30 0.107
H 7.9603 1.6890 -3.9367 -0.01 -0.50 0.04 0.109
H 7.6270 0.6676 -1.8909 -0.37 -0.21 0.42 0.087
H 9.2962 0.3686 -2.0795 0.09 -0.33 -0.41 0.120
H 8.7345 -1.9293 -2.7296 0.07 0.21 -0.04 0.113
H 6.6446 -2.7351 -2.9766 0.32 -0.42 -0.06 0.124
H 6.1237 -1.1043 -2.8957 -0.34 -0.25 0.34 0.105
H 5.8143 -1.2061 -0.5236 0.23 -0.34 -0.23 0.123
H 6.8226 -2.6060 -0.3101 0.28 -0.32 -0.28 0.123
H 3.8041 -2.1760 0.2435 -0.20 0.48 -0.16 0.095
H 2.9846 -3.0592 -0.9879 -0.01 0.08 -0.32 0.078
H 3.5290 -1.4038 -1.3556 0.34 0.14 -0.37 0.052
C 3.8418 -10.1377 2.4703 -0.05 -1.89 -0.54 -0.159
O 3.8425 -8.7753 2.5370 0.09 1.78 -0.34 -0.188
C 3.7507 -8.2771 3.8545 1.44 -1.10 0.57 -0.243
C 3.8038 -6.7715 3.9401 -1.87 0.71 0.16 -0.189
N 2.6773 -6.2904 3.0936 1.18 -1.62 -0.81 -0.069
C 2.5836 -4.8807 2.8991 0.57 -0.13 1.22 -0.247
C 1.3659 -4.5625 2.1086 -1.05 1.00 -1.50 -0.211
O 1.5140 -5.1266 0.7839 0.50 0.08 0.54 -0.201
C 0.3979 -5.0452 -0.0844 0.02 0.84 0.55 -0.098
H 4.7213 -10.6094 2.9587 -0.28 0.27 -0.12 0.095
H 3.8167 -10.4630 1.4123 0.25 0.39 0.43 0.097
H 2.9337 -10.5769 2.9025 -0.03 0.05 0.30 0.087
H 4.6251 -8.6575 4.4112 -0.05 -0.06 0.06 0.121
H 2.8809 -8.7551 4.3312 -0.17 0.67 0.00 0.127
H 4.7827 -6.2650 3.7606 -0.41 -0.70 -0.32 0.128
H 3.5421 -6.5387 5.0004 0.22 -0.02 -0.56 0.124
H 2.8188 -6.7210 2.1681 -0.28 0.07 0.56 0.113
H 3.4535 -4.4474 2.4038 0.27 0.15 -0.21 0.119
H 2.5966 -4.5242 3.9424 -0.53 0.81 -0.47 0.127
H 1.2475 -3.4616 2.0179 0.04 -0.30 0.02 0.121
H 0.4376 -4.9442 2.5395 0.04 -0.22 0.29 0.111
H 0.1777 -4.0332 -0.4378 0.23 0.22 0.23 0.052
H -0.5083 -5.3601 0.4382 -0.13 -0.48 -0.16 0.081
H 0.6246 -5.6048 -0.9827 -0.06 -0.51 0.09 0.090
C -7.1648 -4.4157 0.5798 1.23 -0.04 -1.68 -0.047
O -6.1063 -4.2954 -0.4640 -1.06 -0.36 2.46 -0.229
C -4.7754 -4.5204 0.0644 -1.15 0.08 -0.75 -0.208
C -3.9866 -4.3856 -1.1931 1.93 -0.40 -0.41 -0.214
N -4.0850 -3.0581 -1.7848 -0.34 0.65 0.61 -0.067
C -3.9561 -3.0384 -3.2357 -0.09 -0.72 0.57 -0.189
C -4.2051 -1.6862 -3.8169 0.00 0.59 -0.66 -0.238
O -5.5648 -1.3147 -3.7253 -0.18 -0.51 -0.29 -0.189
C -5.7961 -0.1218 -4.4322 0.75 0.41 0.10 -0.120
H -7.0999 -3.5898 1.2968 0.03 -0.13 -0.06 0.070
H -7.0329 -5.3870 1.0697 -0.21 0.21 0.08 0.084
H -8.1080 -4.3798 0.0175 0.28 -0.02 0.38 0.090
H -4.6260 -5.5249 0.4871 -0.35 0.05 -0.13 0.129
H -4.5291 -3.8059 0.8502 0.04 0.34 -0.04 0.106
H -4.3715 -5.1415 -1.8971 0.14 -0.02 0.16 0.127
H -2.9122 -4.6137 -0.9826 -0.62 0.06 -0.27 0.127
H -5.0397 -2.7453 -1.5882 0.33 0.10 0.00 0.101
H -4.7007 -3.7538 -3.6297 0.26 0.22 -0.43 0.136
H -2.9559 -3.3814 -3.5380 -0.15 0.08 0.13 0.126
H -3.9081 -1.7687 -4.8663 -0.07 0.17 -0.30 0.120
H -3.6352 -0.8354 -3.4096 0.40 -0.51 0.33 0.108
H -5.1858 0.6836 -3.9541 -0.63 -0.10 -0.27 0.080
H -6.8630 0.0610 -4.3918 -0.06 0.31 0.06 0.089
H -5.4693 -0.1508 -5.4937 -0.17 -0.32 0.41 0.098
C 1.0185 4.3335 5.8074 0.46 -0.78 0.45 -0.126
O 0.4029 5.2091 4.9112 -0.64 0.55 0.27 -0.215
C -0.8166 5.7919 5.3869 0.05 0.59 -0.20 -0.199
C -2.0043 4.8581 5.6947 0.43 -0.27 -0.42 -0.205
N -2.3351 3.9992 4.5502 0.46 -0.11 0.36 -0.055
C -3.1580 2.8193 4.8726 0.56 0.18 -0.17 -0.183
C -3.5497 2.1998 3.5335 -0.24 -0.15 0.03 -0.205
O -3.9667 0.8491 3.7294 0.58 0.20 0.31 -0.215
C -4.7286 0.3968 2.6391 -0.03 0.26 -0.45 -0.121
H 2.0528 4.1522 5.4597 -0.51 0.11 0.11 0.096
H 0.4797 3.3800 5.7852 0.18 -0.15 0.24 0.077
H 1.0721 4.6855 6.8647 -0.17 0.11 -0.66 0.100
H -1.0262 6.5323 4.6150 -0.50 -0.26 -0.23 0.111
H -0.6413 6.4211 6.2715 0.24 -0.36 0.20 0.120
H -2.8748 5.4819 5.9177 0.12 0.09 0.11 0.118
H -1.7717 4.2832 6.6121 -0.06 0.02 -0.20 0.114
H -1.4473 3.6601 4.1611 -0.36 0.08 -0.02 0.078
H -4.0614 3.1092 5.4079 0.01 0.18 0.09 0.120
H -2.6196 2.0935 5.5345 -0.30 0.22 -0.53 0.129
H -2.7061 2.3336 2.8146 -0.38 -0.54 0.29 0.129
H -4.4312 2.6971 3.0905 0.37 0.40 0.24 0.110
H -5.0518 -0.6179 2.8467 -0.19 0.03 0.05 0.060
H -4.0936 0.3487 1.7438 -0.25 0.21 -0.11 0.082
H -5.5975 1.0780 2.4711 0.46 -0.59 -0.03 0.102
C -2.4974 7.2227 1.2336 0.07 0.88 1.00 -0.126
O -3.5043 6.5370 0.6128 -1.23 -1.10 -1.61 -0.182
C -3.5652 5.1402 0.8138 0.90 -0.37 -0.29 -0.217
C -4.6391 4.5795 -0.1027 -0.49 -0.28 -0.59 -0.185
N -4.7071 3.0906 -0.1297 0.32 -0.02 0.06 -0.054
C -5.6920 2.6133 -1.1246 -1.69 -0.44 1.75 -0.186
C -6.0126 1.0933 -1.1177 0.07 -0.93 -0.21 -0.185
O -6.5807 0.6048 0.1270 0.41 0.85 -0.58 -0.223
C -6.8052 -0.8019 0.2916 0.59 0.75 -0.23 -0.100
H -2.6366 8.2624 0.9263 0.04 0.03 0.45 0.099
H -1.4877 6.9662 0.9581 0.49 -0.60 -0.36 0.063
H -2.6074 7.0804 2.3164 0.28 0.40 0.14 0.090
H -3.7151 4.9431 1.8752 -0.25 -0.24 0.23 0.115
H -2.6145 4.6340 0.5273 -0.22 0.46 0.24 0.105
H -4.3875 4.8682 -1.1388 0.06 0.04 0.34 0.113
H -5.6028 5.0873 0.0865 0.07 -0.37 0.19 0.125
H -4.9520 2.6829 0.7864 0.11 0.44 -0.63 0.098
H -5.4416 2.8688 -2.1540 0.22 0.18 0.15 0.098
H -6.6586 3.1068 -0.8417 0.37 -0.18 -0.69 0.128
H -5.1248 0.5001 -1.4291 -0.12 0.19 0.54 0.115
H -6.7418 0.8852 -1.9279 0.16 0.36 0.31 0.114
H -7.4554 -1.2408 -0.4816 0.17 0.22 0.10 0.096
H -7.2833 -0.8664 1.2740 0.05 -0.22 -0.22 0.089
H -5.8355 -1.3321 0.3101 -0.32 -0.01 -0.06 0.078
C 3.9874 8.8870 1.8475 -0.37 0.23 -0.08 -0.119
O 2.8138 8.1994 1.4879 -0.65 -0.08 0.10 -0.197
C 2.7974 6.8324 1.8845 1.12 0.66 0.32 -0.235
C 1.5056 6.1830 1.4532 0.33 -0.30 -0.74 -0.205
N 1.6105 4.7479 1.7537 -0.42 0.45 0.39 -0.048
C 0.4317 3.9938 1.3371 -0.01 -0.40 -0.20 -0.200
C 0.5335 2.5263 1.7689 0.69 1.04 -1.25 -0.246
O 0.1402 2.3670 3.1028 0.03 -1.45 0.41 -0.200
C 0.3466 0.9792 3.4428 0.02 0.36 0.66 -0.076
H 4.2097 8.8231 2.9206 -0.18 0.09 -0.02 0.088
H 3.8897 9.9395 1.5284 -0.08 -0.50 0.27 0.096
H 4.8068 8.4507 1.3108 0.85 -0.22 -0.31 0.070
H 2.9480 6.7819 2.9759 -0.27 -0.07 -0.01 0.124
H 3.6920 6.3173 1.4602 -0.63 0.06 -0.06 0.121
H 1.4306 6.3652 0.3493 -0.19 -0.37 0.75 0.133
H 0.6306 6.6326 1.9437 0.17 0.17 -0.06 0.110
H 1.6882 4.6888 2.7709 -0.07 -0.13 -0.17 0.097
H 0.4219 4.0460 0.2351 -0.19 -0.23 0.33 0.096
H -0.5623 4.3657 1.6867 0.57 0.15 0.01 0.118
H 1.5957 2.2077 1.6171 -0.61 0.03 0.16 0.125
H -0.1170 1.9539 1.1107 -0.08 -0.26 -0.13 0.088
H -0.2241 0.2480 2.8663 0.08 0.39 -0.72 0.064
H -0.0574 0.8083 4.4343 0.32 0.31 0.48 0.080
H 1.4246 0.7329 3.3962 -0.46 0.05 0.07 0.102

=====

(2)
9
Properties=species:S:1:pos:R:3:forces:R:3:nbo_charge:R:1 method="wB97M-V/def2-TZVPD" relative_energy_kj_mol=121.4 smiles=c1nnco1.I max_force_ev_per_a=2.4 homo_lumo_gap_ev=10.30
C 0.8879 -1.0120 -0.2902 -0.77 1.95 -1.21 0.291
C 1.1995 1.0725 0.1774 -0.93 -1.91 -1.05 0.287
N -0.2133 -0.3848 -0.5442 -0.10 -0.39 0.71 -0.297
N -0.0359 0.9394 -0.1903 0.96 0.26 0.18 -0.297
O 1.8747 -0.1542 0.0933 -0.40 0.66 0.50 -0.418
I -3.7405 -0.8484 0.5288 0.61 0.77 0.01 -0.126
H -2.6432 0.3962 0.4845 -0.63 -0.77 -0.02 0.124
H 0.9887 -2.0201 -0.6456 0.85 -0.24 0.56 0.219
H 1.6822 2.0113 0.3865 0.41 -0.33 0.30 0.218